(1)
C3H11N2OS as an isolated structure, computed with wB97M-V/def2-TZVPD.

```
18
Properties=species:S:1:pos:R:3:forces:R:3
C 0.9033 0.2981 0.4309 0.209 -1.728 1.401
C 0.7108 -0.7414 -0.6873 0.147 1.371 -0.829
S 2.3128 -1.5460 -1.0921 -1.689 -0.405 -0.096
N -2.2978 1.5813 0.8411 2.318 -2.952 -0.893
C -2.3540 0.3485 1.2230 -4.273 -1.474 -0.772
N -3.2913 -0.6266 0.4291 2.440 2.421 1.860
H 1.2711 -0.2531 1.3067 0.028 0.267 0.103
H 1.6667 1.0290 0.2041 -0.079 0.242 -0.338
H 0.3433 -0.0543 -1.4869 0.656 -0.946 -0.437
H -0.0881 -1.4831 -0.5886 0.304 0.063 0.470
H -0.0306 0.7419 0.7599 0.271 0.315 -0.262
H -2.0529 -0.1349 2.1487 0.088 0.081 0.502
H -1.7435 0.8266 0.0851 -0.910 2.575 -0.216
H -3.2854 -0.2725 -0.5156 -0.536 -0.524 -0.299
H -3.2803 -1.6186 0.5990 0.384 -0.143 -0.206
H 3.4592 0.0306 -0.8439 0.959 0.844 0.471
H 3.7426 1.0223 -1.8635 0.465 0.546 0.053
O 4.0144 0.8521 -0.9497 -0.783 -0.554 -0.513
```
Positions in Å, forces in eV/Å.

Values from the calculation:
HOMO energy (alpha / beta): -9.39 / -9.39 eV
Orbital gap (alpha / beta): 9.8796 / 6.6652 eV
Energy relative to the best compared isomer or geometry (same formula, charge and spin): 3.699 eV
Max |F|: 4.59 eV/Å
⟨S²⟩: 0.75
2S+1: 2
DFT total energy: -19146.9860 eV

(2)
One molecule with the formula C4H11OP, computed with wB97M-V/def2-TZVPD.

```
17
Properties=species:S:1:pos:R:3:forces:R:3
C -2.3756 0.7498 0.0240 0.195 0.017 0.159
C -0.9423 0.3822 0.3943 -0.248 0.059 -0.172
C -0.2572 -0.3845 -0.7335 0.115 -0.015 0.214
C 0.9787 -1.1066 -0.2561 -0.740 -0.654 -3.045
O 2.4802 1.2207 -0.4905 -0.020 3.725 -3.305
P 2.3311 0.0822 0.4120 -0.346 -4.819 6.138
H -2.8103 1.4220 0.7600 -0.089 0.047 0.029
H -2.4088 1.2374 -0.9474 -0.049 0.089 -0.110
H -2.9916 -0.1477 -0.0234 -0.072 -0.022 -0.053
H -0.9530 -0.2267 1.3026 0.087 0.046 0.026
H -0.3570 1.2822 0.6038 -0.062 -0.008 0.123
H 0.0153 0.3101 -1.5302 -0.146 -0.081 -0.104
H -0.9466 -1.1273 -1.1475 -0.076 0.013 -0.009
H 2.5404 0.5367 1.8092 1.041 1.585 0.279
H 1.5294 -1.5792 -1.0728 -0.201 -0.318 -0.226
H 3.4197 -0.7977 0.3901 0.103 -0.126 -0.337
H 0.7476 -1.8536 0.5055 0.506 0.463 0.394
```
Positions in Å, forces in eV/Å.

Values from the calculation:
HOMO energy (alpha / beta): -4.20 / -11.01 eV
Orbital gap (alpha / beta): 5.1971 / 7.0595 eV
Energy relative to the best compared isomer or geometry (same formula, charge and spin): 2.966 eV
Max |F|: 7.81 eV/Å
⟨S²⟩: 2.01
2S+1: 3
DFT total energy: -15656.6790 eV

(3)
A 7-piece molecular cluster, C42H72NO21 overall, computed with wB97M-V/def2-TZVPD.

```
136
Properties=species:S:1:pos:R:3:forces:R:3
C -7.4388 -3.1495 -1.0085 0.294 0.469 -0.645
C -8.0764 -2.2089 -2.0437 0.043 -0.902 0.540
O -7.3719 -2.3529 -3.2669 -0.010 0.630 0.350
C -7.0032 -1.1443 -3.9054 0.827 -0.344 -1.095
C -5.6016 -1.3551 -4.4983 -0.127 -0.020 1.356
C -4.5741 -1.3328 -3.3482 0.331 0.061 -0.883
C -3.3915 -2.2476 -3.6788 -0.422 -0.329 0.843
C -2.4482 -2.4809 -2.4894 -0.264 0.523 -0.560
C -1.4636 -1.3362 -2.1307 0.241 -0.834 0.693
C -0.3075 -2.0104 -1.3360 -0.214 0.519 -0.390
C 0.5530 -2.9696 -2.1601 -0.260 -0.074 -0.078
O 0.5649 -4.2972 -1.6463 0.138 -0.079 0.372
C -2.1652 -0.3797 -1.1257 0.808 0.182 -0.534
C -1.8731 1.1016 -1.3492 -1.441 0.120 0.900
C -0.4913 1.5441 -0.8965 0.336 -0.203 -0.600
C -2.8830 1.8784 -0.4897 0.513 0.402 -0.177
N -2.1877 1.4136 -2.7629 1.655 0.701 0.483
O -2.4393 2.6461 -3.0086 -0.423 -0.278 -0.150
C -1.3123 0.7793 -3.7618 -0.330 -1.158 -1.592
C -0.0968 1.6260 -4.1663 0.036 -0.107 0.012
C -2.1539 0.6473 -5.0607 0.119 1.152 0.246
C -0.8081 -0.6409 -3.3551 -0.684 0.358 0.465
H -6.9805 -3.9601 -1.5673 -0.164 -0.360 0.092
H -8.1560 -3.5207 -0.2849 -0.018 -0.044 0.125
H -6.6200 -2.6321 -0.5127 0.010 -0.022 0.259
H -9.1168 -2.5083 -2.1839 -0.137 0.211 -0.142
H -8.0343 -1.1949 -1.6496 -0.117 0.234 -0.282
H -6.9236 -0.3108 -3.2086 -0.400 0.119 0.139
H -7.6856 -0.9197 -4.7313 -0.337 0.173 0.251
H -5.3725 -0.6015 -5.2485 0.010 -0.027 -0.158
H -5.5623 -2.3563 -4.9176 -0.163 -0.027 -0.470
H -4.2366 -0.3131 -3.1687 -0.015 0.168 0.072
H -5.0525 -1.6780 -2.4322 -0.043 -0.150 0.078
H -2.8805 -1.9373 -4.5859 0.124 0.148 -0.060
H -3.8405 -3.2165 -3.9059 0.050 -0.146 -0.141
H -1.9431 -3.4361 -2.6455 0.309 0.101 -0.086
H -3.0897 -2.6209 -1.6176 0.023 -0.188 0.168
H -0.7221 -2.5250 -0.4669 -0.073 -0.173 0.029
H 0.2850 -1.1899 -0.9335 0.266 -0.074 0.121
H 1.5714 -2.5904 -2.2049 0.223 -0.309 0.129
H 0.2108 -3.0386 -3.1946 -0.136 0.244 -0.081
H -0.2734 -4.4557 -1.1931 0.206 0.065 -0.176
H -3.2414 -0.5135 -1.1151 -0.164 -0.057 -0.177
H -1.8102 -0.6284 -0.1241 -0.106 -0.012 0.118
H -0.3355 2.6033 -1.0713 -0.130 0.174 0.009
H 0.3177 1.0234 -1.4060 0.048 -0.186 0.034
H -0.4022 1.3717 0.1701 0.054 -0.036 0.106
H -2.6001 2.9270 -0.4735 -0.111 0.139 -0.024
H -3.8888 1.8090 -0.8939 -0.138 -0.174 0.107
H -2.8169 1.5271 0.5370 -0.208 -0.194 0.073
H -0.3325 2.6826 -4.2514 -0.138 0.072 0.170
H 0.7557 1.4677 -3.5144 0.085 0.199 0.195
H 0.1933 1.2892 -5.1605 0.147 -0.080 -0.075
H -1.7309 -0.0721 -5.7503 -0.073 -0.267 0.042
H -3.2071 0.4908 -4.8552 -0.078 -0.380 0.000
H -2.0875 1.6147 -5.5586 -0.215 0.057 -0.141
H 0.2672 -0.5680 -3.2126 0.109 -0.013 0.266
H -0.9329 -1.2916 -4.2119 0.043 -0.064 -0.190
C -1.1879 2.3104 -11.3224 -0.007 -0.225 -0.315
C -1.6636 1.7376 -10.0129 0.292 0.348 -0.310
C -0.6927 1.8629 -8.8623 -0.069 0.114 0.126
O -1.0653 0.7471 -8.0393 0.172 -0.028 -0.152
C -1.5909 -0.1987 -8.8536 -0.034 -0.056 -0.049
O -1.8189 -1.3203 -8.5226 -0.072 0.057 0.042
O -1.8288 0.3059 -10.0840 -0.060 -0.036 0.230
H -1.9964 2.3008 -12.0471 -0.034 0.055 0.015
H -0.8563 3.3411 -11.1892 -0.008 -0.002 0.068
H -0.3697 1.7235 -11.7431 0.109 0.018 0.205
H -2.6317 2.1703 -9.7522 0.029 0.005 0.111
H -0.8039 2.7959 -8.3146 -0.058 -0.114 0.155
H 0.3507 1.7439 -9.1641 -0.035 -0.027 -0.103
C 2.9993 0.5775 3.8909 0.041 -0.286 -0.533
C 2.4988 1.9709 3.5945 0.151 -0.514 0.249
C 1.3928 2.4345 4.5018 -0.109 0.297 0.269
O 0.6841 3.3666 3.6681 -0.005 -0.207 -0.177
C 0.8772 2.9809 2.3835 0.024 0.021 -0.031
O 0.2722 3.4032 1.4493 0.051 0.068 0.133
O 1.8517 2.0404 2.3050 -0.118 0.221 0.041
H 3.8832 0.3559 3.2921 0.025 0.004 0.049
H 3.2643 0.4796 4.9385 0.021 0.096 0.023
H 2.2485 -0.1744 3.6370 -0.125 0.121 0.031
H 3.3278 2.6801 3.5929 -0.054 0.055 0.040
H 1.7618 2.9200 5.3977 -0.060 0.161 -0.068
H 0.7059 1.6304 4.7830 0.064 -0.082 -0.094
C 6.6321 -0.4746 8.6254 -0.284 -0.054 -0.622
C 6.1026 0.9122 8.3486 0.153 -0.541 0.276
C 4.9899 1.3761 9.2559 0.023 0.126 0.159
O 4.2826 2.3075 8.4116 -0.006 -0.050 -0.081
C 4.4804 1.9168 7.1380 0.079 -0.021 0.006
O 3.8690 2.3368 6.1988 0.104 0.095 0.189
O 5.4521 0.9885 7.0565 -0.075 0.275 -0.023
H 7.5166 -0.6612 8.0173 0.083 0.045 0.110
H 6.9066 -0.5921 9.6704 -0.312 0.044 -0.331
H 5.8972 -1.2329 8.3611 -0.152 0.124 0.057
H 6.9259 1.6323 8.3492 -0.054 0.072 -0.076
H 5.3531 1.8712 10.1539 -0.078 0.185 -0.093
H 4.3105 0.5776 9.5366 0.044 -0.099 -0.025
C 1.4731 -4.6956 8.1596 0.150 -0.213 0.298
C 1.6982 -3.3082 8.7093 -0.122 -0.374 -0.298
C 2.0909 -2.2798 7.6752 -0.108 0.155 -0.077
O 2.8549 -1.3498 8.4548 0.066 -0.090 -0.001
C 3.3932 -2.0399 9.4932 0.043 -0.079 0.113
O 4.2442 -1.6145 10.2074 -0.222 -0.112 0.070
O 2.8358 -3.2686 9.5920 -0.013 0.262 -0.010
H 1.0670 -5.3515 8.9290 -0.035 0.015 -0.023
H 0.7718 -4.6712 7.3254 -0.011 0.057 0.007
H 2.4132 -5.1350 7.8253 0.010 0.110 -0.110
H 0.8244 -2.9783 9.2775 0.038 0.095 -0.001
H 1.2369 -1.7870 7.2167 0.064 0.165 0.089
H 2.7344 -2.6891 6.8927 -0.011 -0.095 0.039
C -6.4832 0.4071 -7.9976 -0.033 0.401 0.047
C -6.2413 0.3911 -9.4878 -0.053 -0.190 0.474
C -5.2773 -0.6739 -9.9550 0.005 -0.154 -0.033
O -4.7319 -0.0815 -11.1409 -0.084 0.129 0.019
C -4.7958 1.2591 -10.9892 0.070 -0.112 -0.081
O -4.2285 2.0427 -11.6854 -0.261 0.010 0.048
O -5.5705 1.5883 -9.9268 0.058 -0.047 -0.213
H -7.2812 1.1054 -7.7453 -0.020 -0.036 0.002
H -6.7692 -0.5833 -7.6424 0.014 -0.027 -0.051
H -5.5889 0.7341 -7.4655 0.079 -0.133 -0.050
H -7.1904 0.3249 -10.0267 0.048 -0.005 -0.080
H -5.7637 -1.6185 -10.1851 0.056 0.030 -0.188
H -4.4612 -0.8522 -9.2494 -0.039 0.038 0.047
C 10.8703 3.2680 9.2331 -0.175 -0.109 -0.338
C 9.9809 2.5296 10.2037 0.357 0.271 -0.198
C 10.6968 1.9564 11.4032 -0.026 0.044 0.200
O 9.8696 0.8353 11.7407 0.030 0.009 -0.153
C 9.2643 0.4216 10.6007 0.020 -0.137 0.030
O 8.6689 -0.5996 10.4770 0.740 0.125 0.506
O 9.4292 1.3382 9.6119 -0.112 -0.031 0.188
H 10.2744 3.7646 8.4676 0.011 0.033 0.031
H 11.4616 4.0238 9.7500 -0.028 -0.007 0.050
H 11.5400 2.5765 8.7213 0.069 -0.032 0.136
H 9.1468 3.1656 10.5131 -0.017 -0.061 0.078
H 10.7581 2.6531 12.2356 -0.114 -0.125 0.096
H 11.6982 1.5904 11.1640 -0.008 0.044 -0.100
```
Positions in Å, forces in eV/Å.

Values from the calculation:
HOMO energy (alpha / beta): -7.97 / -9.09 eV
Orbital gap (alpha / beta): 8.3449 / 9.4609 eV
Max |F|: 2.00 eV/Å
⟨S²⟩: 0.75
2S+1: 2
DFT total energy: -89208.8473 eV